The following is a DFT calculation (wB97M-V/def2-TZVPD) of a molecular structure, C46H47Cl2N8O2SbTl.

ORCA input file:
```
! RIJCOSX wB97M-V def2-TZVPD def2/J DEFGRID3
* xyz 1 1
Tl -0.35031 0.73654 -0.89448
C -4.66664 -0.33985 -4.78096
C -3.74604 0.67593 -4.53894
C -2.53872 0.38834 -3.93344
C -2.20947 -0.93555 -3.59662
C -3.14482 -1.95500 -3.84794
C -4.36486 -1.64908 -4.42465
N -1.03357 -1.15309 -2.91491
C -0.30840 -2.27788 -3.08285
C -0.32681 -3.06763 -4.25811
C 0.51506 -4.14781 -4.38832
C 1.39150 -4.49571 -3.35764
C 1.42608 -3.75043 -2.19110
C 0.59096 -2.65388 -2.04705
N 0.58516 -1.84970 -0.88654
N 1.01597 -2.39654 0.13603
C 1.07169 -1.55322 1.28857
C 1.49309 -2.15173 2.46080
C 1.58644 -1.36238 3.60045
C 1.27244 -0.01928 3.51122
C 0.86036 0.49176 2.28522
N 0.74930 -0.26614 1.20060
H -5.61867 -0.11095 -5.24071
H -3.97499 1.69639 -4.81842
H -1.81771 1.17161 -3.73218
H -2.92146 -2.97064 -3.54520
H -5.08743 -2.43648 -4.59513
H -0.97167 -2.77560 -5.07538
H 0.50876 -4.72147 -5.30550
H 2.05437 -5.34222 -3.47316
H 2.10401 -4.00240 -1.38810
H 1.74517 -3.20269 2.45835
H 1.91447 -1.79152 4.53751
H 1.35844 0.63851 4.36415
H 0.64292 1.54601 2.16037
C -3.61584 0.16469 -0.20976
N -4.88909 -0.35125 0.26665
C -4.93341 -0.18676 1.72329
N -3.82962 -0.88556 2.38823
C -2.57257 -0.36182 1.87279
N -2.46110 -0.52581 0.40813
C -2.58604 -1.96870 0.10871
N -3.84412 -2.52210 0.59045
C -4.94427 -1.78543 -0.03906
C -3.91469 -2.30830 2.03958
H -3.54948 1.22975 0.03286
H -3.55733 0.04294 -1.29558
H -5.87919 -0.58077 2.09691
H -4.87955 0.87727 1.96312
H -1.73977 -0.88657 2.34719
H -2.49793 0.70257 2.11320
H -1.75732 -2.49630 0.58689
H -2.51974 -2.10515 -0.97194
H -5.89283 -2.18859 0.31728
H -4.88884 -1.91822 -1.12197
H -3.09272 -2.84341 2.51907
H -4.85741 -2.70879 2.41376
Cl 2.91204 0.40364 -1.85657
C 3.67474 1.62109 -0.79623
Cl 4.24358 3.00643 -1.74371
C 2.70763 2.12756 0.29589
O 3.16769 2.23112 1.42089
O 1.51593 2.39140 -0.08886
H 4.53857 1.15156 -0.34322
C 2.03504 6.63162 -1.28953
C 1.91712 5.62263 -2.39812
C 2.72480 5.78619 -3.52512
C 2.70112 4.89222 -4.58051
C 1.85225 3.79594 -4.54152
C 1.03845 3.61556 -3.43878
C 1.06394 4.51821 -2.37328
Sb -0.33105 3.98221 -0.88091
C -0.09846 4.90727 1.00296
C 1.20882 5.01001 1.47637
C 1.45812 5.54347 2.72853
C 0.39389 5.95626 3.51599
C -0.90706 5.81096 3.06103
C -1.18657 5.27122 1.80751
C -2.62312 5.08809 1.39482
C -2.18137 4.56628 -1.79005
C -3.08892 3.54835 -2.05408
C -4.31921 3.82778 -2.63478
C -4.62936 5.13737 -2.96087
C -3.71483 6.15263 -2.71176
C -2.48047 5.89186 -2.12550
C -1.51543 7.01286 -1.85811
H 2.21469 7.62575 -1.69844
H 2.88085 6.38665 -0.64307
H 1.14764 6.67914 -0.66301
H 3.38696 6.64336 -3.56542
H 3.34628 5.05107 -5.43472
H 1.82614 3.08784 -5.35891
H 0.37719 2.75438 -3.41154
H 2.03734 4.65599 0.87822
H 2.47559 5.61888 3.08764
H 0.57411 6.37307 4.49841
H -1.73300 6.10844 3.69600
H -3.28071 5.22234 2.25220
H -2.80625 4.09086 0.98779
H -2.92372 5.80514 0.62979
H -2.84370 2.52175 -1.80326
H -5.02640 3.02915 -2.82038
H -5.58524 5.37462 -3.40938
H -3.96597 7.17364 -2.97357
H -1.96136 7.97853 -2.09016
H -0.61507 6.90360 -2.46673
H -1.20913 7.03207 -0.80814
*
```

Its HOMO-LUMO gap (spin up / spin down) is 6.095 / 5.200 eV. As for the HOMO energy (spin up / spin down): -0.3862 / -0.3592 Eh. As for the energy above the lowest of the compared OMol25 structures with the same formula, charge and spin: 0.00 kcal/mol.


The following is a DFT calculation (wB97M-V/def2-TZVPD) of a molecular structure, C46H47CsN10O6S.

ORCA input file:
```
! RIJCOSX wB97M-V def2-TZVPD def2/J DEFGRID3
* xyz -2 1
Cs 0.72746 0.14533 -0.56826
C -1.78352 0.37738 -3.24435
N -1.48829 -0.88805 -2.60969
C -0.34031 -1.54130 -3.21368
C -2.65024 -1.72450 -2.48138
C -3.14259 -2.41052 -3.57738
C -4.25796 -3.23867 -3.49488
C -4.87228 -3.36886 -2.25354
C -4.40747 -2.68164 -1.14896
C -3.28376 -1.80859 -1.20525
N -2.74473 -1.16920 -0.14798
C -3.46788 -0.90812 0.97302
C -4.82743 -0.53051 0.97030
C -5.50582 -0.13559 2.11381
C -4.85569 -0.11585 3.33603
C -3.51366 -0.49518 3.38276
C -2.80786 -0.87964 2.24774
N -1.42461 -1.16225 2.31252
C -0.97633 -2.45502 1.80725
C -0.75150 -0.82979 3.54172
H -2.10028 0.25360 -4.29864
H -0.89398 1.01349 -3.22992
H -2.58560 0.87916 -2.69931
H -0.47226 -1.76100 -4.28746
H -0.13791 -2.47425 -2.68910
H 0.53374 -0.89122 -3.12356
H -2.62962 -2.30044 -4.52809
H -4.61969 -3.77537 -4.36324
H -5.72539 -4.03115 -2.13936
H -4.89466 -2.82632 -0.19304
H -5.33933 -0.50871 0.01542
H -6.54522 0.16835 2.03927
H -5.36850 0.18468 4.24216
H -3.01081 -0.48796 4.34135
H -1.22556 -3.26574 2.51291
H 0.10678 -2.42986 1.67786
H -1.43034 -2.65103 0.84099
H -1.01361 -1.50066 4.38122
H -0.98100 0.19379 3.84217
H 0.32510 -0.90955 3.37803
O 7.75266 -2.98010 1.69703
C 7.41884 -2.14947 2.67666
O 8.15850 -1.95918 3.61494
C 6.09487 -1.45456 2.57200
C 5.52121 -1.12206 1.34933
C 4.32464 -0.42944 1.31058
C 3.68778 -0.05387 2.49027
C 4.24110 -0.42463 3.71692
C 5.44533 -1.10368 3.75100
N 2.47478 0.65280 2.36016
C 2.14235 1.51020 3.22732
C 0.85096 2.22652 3.15687
C 0.47015 3.06080 4.19941
C -0.77176 3.67879 4.13496
C -1.57578 3.44144 3.03694
C -1.10079 2.59837 2.03388
N 0.08239 2.00881 2.08926
H 6.98654 -3.24903 1.12681
H 6.00443 -1.40509 0.42402
H 3.85780 -0.14837 0.37631
H 3.71730 -0.20299 4.63841
H 5.89952 -1.37913 4.69366
H 2.78403 1.76314 4.08031
H 1.12918 3.20861 5.04628
H -1.10428 4.32855 4.93493
H -2.55411 3.89150 2.94119
H -1.70240 2.39106 1.15644
N 1.58118 -2.94937 -0.55485
C 2.36561 -3.79837 -0.50406
C 3.34736 -4.80836 -0.43242
C 3.06828 -6.14419 -0.79147
N 2.85488 -7.24395 -1.07656
C 4.62295 -4.45954 0.02475
N 5.67278 -4.15478 0.40628
O 2.12595 2.86905 -3.89635
C 2.46012 1.73033 -3.50474
O 1.89261 1.03890 -2.61997
C 3.69556 1.10877 -4.14794
C 4.41635 1.81280 -5.10125
C 5.56058 1.27758 -5.70256
C 5.93565 0.01993 -5.30113
O 7.00620 -0.73126 -5.73240
C 6.96765 -1.93596 -4.96491
O 5.80712 -1.91453 -4.15124
C 5.21885 -0.68638 -4.35450
C 4.09600 -0.17685 -3.75880
H 4.06495 2.80162 -5.36269
H 6.12706 1.82318 -6.44549
H 7.85845 -1.98952 -4.33153
H 6.92142 -2.79167 -5.64267
H 3.52441 -0.72814 -3.02495
C -1.18998 4.22235 -5.90257
C -0.77605 3.06806 -4.99599
N -0.55489 3.48143 -3.62557
C -1.50065 3.69522 -2.70507
S -1.10530 4.19153 -1.14364
N -2.78605 3.47639 -3.09102
C -3.89872 3.40477 -2.15282
C -4.55309 4.75709 -1.91411
H -1.32047 3.87344 -6.92929
H -0.41949 4.99361 -5.89430
H -2.12535 4.67627 -5.57025
H 0.17220 2.64776 -5.32828
H -1.50564 2.25117 -5.04818
H 0.42463 3.47074 -3.33142
H -2.90969 2.97041 -3.95291
H -3.53978 2.98917 -1.21068
H -4.62110 2.70178 -2.57204
H -3.82508 5.44639 -1.48875
H -5.38730 4.65471 -1.21688
H -4.93160 5.17650 -2.84895
*
```

Its HOMO-LUMO gap is 4.704 eV. As for the HOMO energy: -0.0537 Eh. As for the energy above the lowest of the compared OMol25 structures with the same formula, charge and spin: 0.00 kcal/mol.


The following is a DFT calculation (wB97M-V/def2-TZVPD) of a molecular structure, C46H48AsF22O10S4.

ORCA input file:
```
! RIJCOSX wB97M-V def2-TZVPD def2/J DEFGRID3
* xyz -1 1
As -2.69191 0.99126 0.91157
F -3.28321 -0.65475 0.58712
F -4.08886 1.82131 0.29194
F -1.98839 2.53781 1.32959
F -1.26115 0.24944 1.55256
F -1.89816 0.98197 -0.66966
F -3.49480 0.86877 2.46842
C 3.79002 -0.68775 -1.90098
C 2.39121 -0.22504 -1.44321
C 1.28441 -0.09550 -2.44659
F 1.81366 0.50292 -3.57933
F 0.74715 -1.27951 -2.83542
F 1.97818 -1.09203 -0.45216
F 2.51276 0.94135 -0.74337
O 4.82847 -0.23250 -1.04726
C 5.22509 -1.07039 -0.03011
C 6.42213 -0.36125 0.61393
F 6.06801 0.80199 1.20204
F 6.88809 -1.14813 1.60420
F 4.23927 -1.29514 0.83537
F 5.58814 -2.25841 -0.53277
H 3.98875 -0.26002 -2.88227
H 3.74531 -1.77003 -2.03965
H 0.44554 0.53909 -2.14397
H 7.10690 -0.08269 -0.19134
C -6.16408 -1.14472 -2.46347
C -6.51437 -1.70264 -1.10804
C -8.02633 -1.74417 -0.85585
F -8.56926 -0.51866 -0.74649
F -8.64950 -2.39770 -1.86661
F -6.01149 -2.95176 -0.98255
F -5.97438 -0.92469 -0.14888
O -4.74278 -1.28639 -2.60189
C -4.07967 -0.22916 -3.12731
C -2.58692 -0.59103 -3.10821
F -2.37311 -1.78670 -3.69973
F -1.89606 0.33558 -3.82916
F -4.50253 -0.03655 -4.41509
F -4.28926 0.90069 -2.44393
H -6.43503 -0.08716 -2.47286
H -6.60244 -1.63360 -3.32921
H -8.22250 -2.27692 0.07833
H -2.14405 -0.64774 -2.11540
C 0.56735 2.13097 4.12505
S 2.23064 1.78761 3.47985
O 2.88531 1.03495 4.61677
C 1.79897 0.53553 2.24005
H 0.52679 3.05281 4.69506
H 0.28061 1.32242 4.80225
H -0.16208 2.01854 3.31880
H 2.67921 0.24113 1.68383
H 1.09079 0.93467 1.50812
H 1.27035 -0.31446 2.67261
C -4.80169 -0.18975 5.26613
S -5.54398 -1.72867 4.58453
O -6.94851 -1.73374 5.11348
C -5.66163 -1.14472 2.86553
H -5.61547 0.54105 5.25417
H -3.99547 0.17838 4.63277
H -4.49040 -0.20540 6.30910
H -4.76722 -0.65020 2.49747
H -6.60303 -0.58924 2.82294
H -5.95125 -1.99323 2.24052
C -1.39840 -1.53910 4.52134
S -0.01596 -1.34186 5.69616
O -0.42458 -1.94281 7.02245
C 1.13937 -2.47630 4.89344
H -1.18326 -1.12302 3.53172
H -2.21877 -0.91345 4.86919
H -1.65642 -2.58526 4.36734
H 2.13788 -2.22316 5.25999
H 1.20325 -2.35739 3.81413
H 0.98558 -3.49622 5.24779
C -1.77732 3.52719 -2.52853
S -3.02279 4.32925 -3.61960
O -2.62107 5.75139 -3.77809
C -2.48972 3.45885 -5.11718
H -2.07180 3.63301 -1.48808
H -0.84883 4.07515 -2.71411
H -1.51831 2.50410 -2.78884
H -3.25104 3.67456 -5.87523
H -2.60479 2.37723 -5.03886
H -1.51910 3.79923 -5.46853
C -1.75814 -3.32844 0.18381
C -1.02466 -3.57587 1.33661
C 0.31703 -3.91925 1.20280
C 0.90632 -4.07566 -0.04164
C 0.14575 -3.82525 -1.21092
C -1.15742 -3.43890 -1.06166
C 0.72815 -4.05223 -2.56043
O 0.03675 -4.12145 -3.55161
C 2.19650 -4.17498 -2.65805
C 2.81638 -4.12736 -3.91140
C 4.17815 -4.28742 -4.01768
C 4.94731 -4.54967 -2.90456
C 4.32533 -4.60630 -1.65595
C 2.94631 -4.47499 -1.52232
C 2.35937 -4.47153 -0.16120
O 2.99644 -4.73221 0.82873
H -2.81242 -3.08959 0.17615
H -1.47231 -3.67823 2.31438
H 0.86197 -4.02677 2.13199
H -1.76643 -3.25020 -1.93879
H 2.16913 -4.04572 -4.77426
H 4.70978 -4.27655 -4.96303
H 5.98719 -4.83695 -2.97735
H 4.90460 -4.80524 -0.76373
C -0.03255 5.02120 1.76333
C 0.95286 5.16186 2.74644
C 2.29830 4.95256 2.42424
C 2.67466 4.60010 1.12722
C 1.69681 4.35188 0.16066
C 0.36348 4.59924 0.50603
C 2.10244 4.04990 -1.23306
O 1.36136 4.16871 -2.18265
C 3.53937 3.66503 -1.45897
C 3.93724 3.16570 -2.66984
C 5.23731 2.69513 -2.88748
C 6.13691 2.79399 -1.84427
C 5.80025 3.40154 -0.65020
C 4.48993 3.79542 -0.42267
C 4.12573 4.31121 0.92814
O 4.94792 4.49779 1.79638
H -1.08459 5.06411 2.00452
H 0.75263 5.45297 3.76878
H 3.00918 5.04268 3.23116
H -0.40094 4.34756 -0.21887
H 3.18276 3.05951 -3.44160
H 5.47880 2.28276 -3.85677
H 7.14237 2.40674 -1.97649
H 6.54056 3.52355 0.12821
*
```

Its HOMO-LUMO gap is 7.221 eV. As for the HOMO energy: -0.2435 Eh.


The following is a DFT calculation (wB97M-V/def2-TZVPD) of a molecular structure, C46H48BF3N7NiP2.

ORCA input file:
```
! RIJCOSX wB97M-V def2-TZVPD def2/J DEFGRID3
* xyz 1 1
Ni 1.20050 1.10695 -0.57556
C 3.05728 3.35659 -2.86964
C 2.67903 3.76621 -1.48574
C 2.95461 4.96721 -0.82822
C 2.50713 4.78460 0.46612
C 2.54122 5.72368 1.62063
N 1.98413 3.54841 0.56044
N 2.07871 2.93237 -0.65210
B 1.53843 2.77719 1.83646
N 2.52559 1.62198 2.07323
N 3.07553 1.06386 0.96915
C 4.13446 0.37735 1.37587
C 5.05570 -0.29382 0.40904
C 4.27527 0.48315 2.76673
C 3.23963 1.30126 3.17019
C 2.89273 1.79318 4.53183
N 0.07297 2.28912 1.56162
N -0.31426 2.28744 0.24644
C -1.63087 2.51774 0.22386
C -2.39365 2.86373 -1.01598
C -2.10656 2.61655 1.53034
C -0.99798 2.48385 2.34223
C -0.89707 2.55861 3.82317
H 3.18402 4.22643 -3.51039
H 2.31627 2.70071 -3.32631
H 4.00641 2.81998 -2.85343
H 3.43084 5.83827 -1.23246
H 2.87177 6.70441 1.28509
H 3.22867 5.37861 2.39138
H 1.55783 5.82690 2.07352
H 1.55174 3.49892 2.78841
H 4.74171 -0.11242 -0.61718
H 5.11449 -1.37202 0.57528
H 6.06546 0.10457 0.52001
H 5.04527 0.05946 3.38468
H 3.58683 1.37669 5.25774
H 1.88329 1.49932 4.81986
H 2.94835 2.87838 4.58890
H -1.73548 3.32853 -1.74552
H -3.16854 3.58213 -0.74906
H -2.88554 2.02221 -1.50831
H -3.11767 2.80866 1.83758
H -1.89374 2.59334 4.25477
H -0.35124 3.44641 4.13691
H -0.37926 1.68855 4.22460
F 3.87687 -5.34439 -0.05123
C 3.87592 -4.69182 -1.21195
F 3.21126 -5.44446 -2.09757
F 5.14300 -4.60811 -1.63219
C 3.25473 -3.31606 -1.09529
C 3.21975 -2.49655 -2.21207
C 2.65164 -1.24379 -2.08263
N 2.13196 -0.80789 -0.93622
C 2.16189 -1.60112 0.13274
C 2.72287 -2.86543 0.09914
H 3.61678 -2.81909 -3.16189
H 2.59218 -0.57174 -2.92668
H 1.71990 -1.20863 1.03854
H 2.73189 -3.47888 0.98678
C -2.34304 -0.53227 -0.42219
P -0.74755 -0.43719 -1.28378
C -1.13353 0.51777 -2.78924
C -2.24487 0.27554 -3.59538
C -2.51993 1.10102 -4.67220
C -1.69051 2.18069 -4.95700
C -0.57512 2.42830 -4.17080
C -0.31032 1.59276 -3.09792
C -0.41520 -2.10904 -1.92642
C -0.28560 -2.38986 -3.28534
C -0.00708 -3.68179 -3.70979
C 0.15202 -4.70257 -2.78455
C 0.04343 -4.42846 -1.42916
C -0.22621 -3.13972 -1.00555
P -2.24971 -1.22534 1.28897
C -3.82303 -0.59334 1.98406
C -4.07801 -0.92581 3.31437
C -5.23872 -0.50968 3.93936
C -6.16399 0.26064 3.24705
C -5.91868 0.60498 1.92953
C -4.75544 0.17922 1.30129
C -2.69088 -2.98157 1.03774
C -1.96356 -3.93990 1.73329
C -2.24844 -5.29017 1.58431
C -3.26199 -5.69122 0.72977
C -4.00392 -4.73999 0.04013
C -3.72407 -3.39538 0.20089
H -3.09921 -0.99827 -1.06479
H -2.62498 0.51388 -0.25365
H -2.89881 -0.56190 -3.38621
H -3.37994 0.90464 -5.29515
H -1.92093 2.83146 -5.78794
H 0.06395 3.27403 -4.37826
H 0.52654 1.80235 -2.43358
H -0.40256 -1.60832 -4.02067
H 0.08099 -3.88788 -4.76632
H 0.36627 -5.70643 -3.11900
H 0.16649 -5.21732 -0.70096
H -0.28885 -2.94206 0.05588
H -3.36093 -1.52063 3.86625
H -5.42111 -0.78109 4.96825
H -7.06913 0.58993 3.73466
H -6.63466 1.20096 1.38254
H -4.59916 0.45687 0.26829
H -1.16457 -3.62743 2.39429
H -1.68053 -6.02492 2.13588
H -3.48281 -6.74029 0.60641
H -4.80632 -5.04910 -0.61376
H -4.33038 -2.66334 -0.31929
*
```

Its HOMO-LUMO gap (spin up / spin down) is 7.164 / 7.167 eV. As for the HOMO energy (spin up / spin down): -0.3970 / -0.3970 Eh. As for the energy above the lowest of the compared OMol25 structures with the same formula, charge and spin: 52.11 kcal/mol.


| no. | strongest force on any atom (Eh/bohr) |
| --- | --- |
| 1 | 0.0029 |
| 2 | 0.0385 |
| 3 | 0.0595 |
| 4 | 0.0465 |